Entry from the OMol25 dataset: C27H31BrN4O5TeV as an isolated structure (the ωB97M-V functional and the def2-TZVPD basis).

```
70
Properties=species:S:1:pos:R:3:forces:R:3:lowdin_spin:R:1
V -11.79251 11.68647 12.20783 0.14 0.23 -0.12 1.636
N -11.90415 13.58387 13.13132 0.15 2.62 -0.18 0.016
N -11.56024 13.45810 14.48919 0.29 1.82 1.15 0.005
C -10.89740 12.31115 14.86780 -1.36 -3.08 1.01 0.004
O -10.26351 12.10807 15.90564 -0.63 1.33 -1.76 -0.001
O -11.34012 11.31572 14.06975 1.32 0.71 0.04 0.016
H -11.32653 14.40935 12.81517 -0.82 -1.41 -0.45 0.004
H -12.89165 13.90019 13.07278 0.65 -0.43 -0.08 0.002
H -11.42679 14.36210 14.95079 0.31 -0.89 0.03 0.000
Br -12.30239 7.97197 13.37674 0.20 -0.02 -1.05 0.016
C -11.57951 8.55201 11.67314 0.80 -0.18 -0.12 0.144
C -11.72023 7.85585 10.44224 -0.02 1.42 1.84 -0.005
N -11.06142 8.26757 9.38228 2.40 -0.01 -1.55 0.136
C -10.13844 9.29860 9.40129 -2.47 -0.72 0.81 -0.028
C -10.20794 10.16078 10.50476 2.21 0.02 -2.20 0.111
C -10.75266 9.73724 11.73995 -1.71 -1.71 -1.90 0.022
C -9.70150 11.56832 10.21906 -0.18 0.07 -0.27 0.018
O -8.96830 11.78895 9.25245 -0.66 0.16 1.46 0.028
O -10.30603 12.47746 10.98545 -0.25 -1.23 0.21 0.003
H -12.32123 6.96357 10.29533 -0.25 0.20 0.36 -0.003
H -9.46444 9.42564 8.50941 -1.14 0.20 1.08 -0.002
H -10.20272 9.90452 12.60827 0.59 0.62 1.70 0.021
C -14.90230 10.25929 10.23307 -1.55 0.38 -1.43 -0.006
C -14.46072 11.54848 10.89978 0.00 1.25 0.15 -0.010
O -14.97913 12.69411 10.75319 0.25 -2.75 0.14 -0.013
N -13.40300 11.33827 11.68544 0.80 0.38 0.12 -0.110
Te -14.52714 15.09344 9.82936 -0.05 0.78 -0.76 0.000
C -15.45981 16.93084 9.02490 2.43 0.85 -1.07 0.000
C -16.75636 17.29865 9.36621 -0.64 -1.84 0.01 0.000
C -17.43839 16.39556 10.41739 -0.96 1.97 0.15 0.000
C -17.42286 18.32289 8.67486 0.33 1.40 0.22 0.000
C -16.62724 19.26170 7.94682 -0.12 -1.36 0.53 0.000
C -17.12742 20.55997 7.34819 0.46 0.41 0.28 0.000
C -15.23136 19.01759 7.83222 -1.33 -0.74 0.57 0.000
C -14.63347 17.81787 8.22647 -1.75 -0.39 1.14 0.000
C -13.24771 17.40146 7.87510 1.24 -0.87 0.56 0.000
C -13.92671 14.05777 7.98196 -0.47 -0.91 0.20 0.000
C -15.00079 13.38533 7.29183 1.67 0.72 -0.11 0.000
C -16.45067 13.53055 7.67901 0.95 0.16 0.42 0.000
C -14.69096 12.69542 6.11191 0.07 0.32 0.84 0.000
C -13.39100 12.54133 5.60899 -0.98 0.89 -0.99 0.000
C -13.15550 11.90242 4.21449 -1.07 -0.53 1.48 0.000
C -12.40359 13.18910 6.30583 1.05 0.01 1.39 0.000
C -12.58260 13.85024 7.56542 -0.80 -0.33 -0.87 0.000
C -11.35960 14.27945 8.37606 -1.18 0.72 -0.11 0.000
H -15.88090 10.41093 9.63958 1.68 -0.14 0.59 -0.002
H -15.15404 9.55569 11.02419 0.29 -0.20 0.02 0.000
H -14.06396 9.85481 9.59591 -0.99 0.38 0.64 0.000
H -17.05732 16.70730 11.43402 -0.52 -0.48 -0.93 0.000
H -17.24469 15.35159 10.26533 0.26 -0.42 -0.06 0.000
H -18.54570 16.53963 10.37554 0.74 0.04 0.24 0.000
H -18.52507 18.49156 8.85655 1.36 -0.14 -0.29 0.000
H -16.26125 20.94560 6.77400 -0.59 0.32 0.44 0.000
H -17.41390 21.25514 8.17471 0.23 -0.27 -0.77 0.000
H -17.94894 20.52574 6.62120 0.00 -0.44 0.38 0.000
H -14.66424 19.85640 7.52384 0.83 0.43 -0.84 0.000
H -12.71090 18.03161 7.18328 -0.16 0.69 -0.23 0.000
H -13.33458 16.42957 7.33763 0.27 0.47 0.58 0.000
H -12.53725 17.26617 8.77363 -1.35 0.04 -1.17 0.000
H -16.62867 13.29594 8.73818 0.08 -0.35 -0.37 0.000
H -17.02640 12.93312 6.98904 -0.53 -0.08 0.05 0.000
H -16.67607 14.58176 7.59547 -0.52 0.45 -0.24 0.000
H -15.56023 12.38566 5.57864 -0.30 -0.71 -0.63 0.000
H -12.80890 10.84931 4.37684 -0.46 0.77 -0.47 0.000
H -12.41689 12.43065 3.64334 0.47 0.30 -0.15 0.000
H -14.12524 11.95999 3.66026 0.84 -0.43 0.34 0.000
H -11.38737 13.12432 5.92665 0.07 -0.01 0.11 0.000
H -11.45350 13.79118 9.37555 0.30 0.86 -0.59 0.000
H -11.38507 15.41320 8.39391 0.27 -1.29 0.55 0.000
H -10.41901 13.94909 7.93348 -0.18 -0.05 -0.06 0.000
```
Forces are in eV/Å.

Output
E_HOMO (spin up / spin down) in eV: -3.76 / -4.93
<S²>: 2.092
Total charge: -1
Lowest unoccupied orbital energy (spin up / spin down) in eV: 2.0 / 2.0
Kohn-Sham gap (spin up / spin down) in eV: 5.803 / 6.975
Multiplicity: 3
Electronic energy in eV: -147723.80598



Entry from the OMol25 dataset: C27H31ClLaN4O8 as an isolated structure (the ωB97M-V functional and the def2-TZVPD basis).

```
72
Properties=species:S:1:pos:R:3:forces:R:3:lowdin_charge:R:1
La 0.33431 -0.18759 -0.87334 -0.71 0.09 -0.07 1.763
Cl 2.49435 -0.46628 -2.33306 0.92 -0.09 -0.47 -0.239
N 0.45840 2.29646 -1.19979 -1.68 1.74 -0.46 -0.002
N 0.02011 -2.72435 -0.53417 -1.45 -1.50 -1.05 0.023
C -0.69367 2.91252 -1.38857 2.23 -1.40 0.41 -0.353
C -0.76057 -3.39598 -1.35635 1.65 1.46 1.43 -0.346
C 1.41953 3.26663 -0.63143 0.00 -0.33 -0.07 -0.559
C 0.57850 4.53899 -0.47071 -0.70 0.21 0.02 -0.028
C 2.57934 3.49257 -1.58660 0.01 0.17 -0.38 -0.035
C 1.95242 2.73114 0.68852 -0.10 0.08 0.24 -0.027
H 2.22942 4.00110 -2.49936 0.16 -0.21 0.19 0.088
H 3.05294 2.54394 -1.86554 -0.09 0.18 0.09 0.062
H 3.30991 4.14041 -1.08628 0.00 -0.11 -0.20 0.090
H 1.12409 2.52863 1.37456 0.20 -0.01 0.01 0.086
H 2.61174 3.48405 1.13617 -0.03 -0.22 0.04 0.096
H 2.52716 1.80228 0.53920 -0.15 0.32 0.04 0.088
C 0.95350 -3.68404 0.11052 -0.06 0.33 0.03 -0.555
C 0.62154 -5.01251 -0.58667 -0.49 -0.12 -0.52 -0.031
C 0.69476 -3.76690 1.60800 -0.15 -0.07 0.17 -0.018
C 2.38950 -3.24221 -0.11598 0.15 -0.11 -0.13 -0.063
H 2.59449 -3.10800 -1.18001 0.08 -0.03 0.08 0.051
H 3.05009 -4.01097 0.30262 0.06 0.23 -0.10 0.093
H 2.59795 -2.29061 0.39308 -0.05 -0.25 -0.05 0.081
H -0.26366 -4.26331 1.80029 0.09 0.21 0.09 0.091
H 0.69720 -2.77147 2.07062 -0.03 -0.22 -0.11 0.083
H 1.49252 -4.36688 2.06499 -0.20 0.11 0.03 0.095
O -0.48791 -4.67651 -1.51125 0.31 -0.90 0.35 0.035
H 0.23768 -5.78971 0.08875 0.13 0.29 -0.17 0.129
H 1.44844 -5.42037 -1.17954 -0.25 0.15 0.00 0.131
O -0.75409 4.17330 -1.01182 0.46 0.80 0.25 0.048
H 0.94608 5.38627 -1.06882 -0.16 -0.30 0.19 0.129
H 0.45144 4.85499 0.57674 -0.12 -0.17 -0.40 0.137
C -1.90974 2.25342 -1.96081 -0.02 -0.31 -0.11 -0.052
C -1.92112 -2.80551 -2.09538 -0.07 0.04 0.10 -0.048
C -1.57994 -1.49538 -2.77780 0.26 -0.43 -1.50 -0.283
H -2.68429 -2.60837 -1.32972 0.02 -0.08 -0.17 0.136
H -2.32377 -3.55771 -2.78151 0.12 0.16 0.06 0.124
C -1.95524 -0.27745 -2.16653 -0.84 -0.89 1.99 -0.238
C -1.59242 0.96891 -2.72177 0.43 1.60 -0.72 -0.298
H -2.45482 -0.29937 -1.18490 -0.18 -0.01 -0.52 0.101
C -0.97734 0.99617 -3.97862 -0.09 -0.21 0.66 -0.248
C -0.65692 -0.21841 -4.59387 0.45 1.09 -1.43 -0.063
C -0.64083 2.30330 -4.64094 0.21 0.13 -0.18 -0.032
C -0.93683 -1.46101 -4.02108 -0.59 -1.20 1.81 -0.260
H -0.13969 -0.19654 -5.55549 -0.14 0.04 0.23 0.102
C -0.53342 -2.74004 -4.70683 0.24 -0.04 -0.13 -0.039
H -0.20202 -2.53484 -5.73142 -0.08 -0.05 0.19 0.076
H -1.35141 -3.47260 -4.75467 0.13 0.19 0.01 0.078
H 0.30582 -3.22659 -4.18640 -0.15 0.10 -0.12 0.085
H -1.45784 3.03279 -4.55914 0.14 -0.18 -0.01 0.080
H -0.42823 2.14889 -5.70413 -0.05 0.02 0.17 0.078
H 0.25613 2.76468 -4.19872 -0.21 -0.16 0.00 0.082
H -2.44439 2.99747 -2.56347 0.04 -0.10 0.08 0.127
H -2.54543 1.99999 -1.10520 -0.04 0.15 0.00 0.126
O -1.67615 1.03984 1.22567 0.99 -0.50 0.14 -0.012
C -0.76445 0.55855 1.93139 0.22 -0.20 0.20 -0.586
O 0.30358 -0.02726 1.44317 -0.69 0.40 0.11 -0.319
C -0.76582 0.61087 3.43582 0.26 -0.12 1.16 -0.140
C -1.75201 1.29084 4.16660 -0.51 0.33 -0.58 0.016
C -1.66104 1.37529 5.57687 0.99 -0.62 -0.01 -0.158
C -0.60143 0.77472 6.27078 -0.51 0.29 -0.25 0.085
C 0.36375 0.07303 5.53528 0.91 -0.51 0.73 -0.150
C 0.28233 -0.01858 4.12970 -0.30 0.17 -1.05 0.029
N 1.48117 -0.55391 6.19619 -1.21 0.66 -0.72 -0.414
O 1.58836 -0.46533 7.43720 -0.05 0.03 0.17 -0.060
O 2.30659 -1.16566 5.47881 0.01 -0.02 0.06 -0.067
N -2.65304 2.10339 6.33296 -0.63 0.49 0.83 -0.347
O -3.60548 2.63949 5.72820 1.30 -0.74 0.74 0.014
O -2.50977 2.16560 7.57484 -0.40 0.06 -1.56 0.004
H -2.58549 1.76333 3.65396 0.21 -0.08 0.12 0.108
H -0.52787 0.84980 7.35222 0.02 -0.04 -0.30 0.121
H 1.04301 -0.56137 3.57397 -0.20 0.23 0.33 0.100
```
Forces are in eV/Å.

Output
Energy above the lowest of the compared OMol25 structures with the same formula, charge and spin in kcal/mol: 0.00
E_HOMO (spin up / spin down) in eV: -2.11 / -2.38
Total charge: -1
Lowest unoccupied orbital energy (spin up / spin down) in eV: 2.0 / 2.0
Kohn-Sham gap (spin up / spin down) in eV: 4.114 / 4.405
Multiplicity: 1
Electronic energy in eV: -64225.15783